# 1
The following is a quantum chemistry calculation of a molecular structure, C28H15Cl4F2N3O4SV, from the Open Molecules 2025 dataset.

Last column: Löwdin charge in e.
Cartesian coordinates (Å):
H (-0.68240, 5.37861, -0.26159)  0.104
C (0.97984, -0.05992, 2.28910)  -0.543
H (-2.35198, 2.82176, 3.21916)  0.107
H (-3.38817, -2.13464, 0.25792)  0.087
C (2.51027, -1.47391, -4.55533)  -0.719
H (3.33083, -5.85942, -0.95675)  0.108
V (-0.53355, -0.55437, -0.52099)  0.809
H (-2.71721, 4.04556, 0.11299)  0.101
C (-2.53701, -0.15431, 0.05809)  -0.114
C (-3.55322, -1.06607, 0.33760)  -0.044
Cl (-1.34009, -0.66194, -5.34593)  0.674
H (-6.07242, 1.05688, 1.19954)  0.122
O (-0.82889, -0.35960, -2.42161)  -0.206
H (-0.94599, 4.31282, 4.62232)  0.096
Cl (3.93381, -1.97851, -5.40623)  0.618
C (-0.51745, 3.43003, 4.16633)  -0.071
C (-2.81916, 1.22517, 0.18418)  -0.131
H (1.46747, 3.72424, 4.94359)  0.100
C (1.43811, -0.87175, -2.46107)  -0.401
H (2.33264, 1.63622, 3.83850)  0.112
F (-5.77460, -1.51596, 1.01264)  0.040
N (-0.53014, 1.55926, -0.34801)  0.036
Cl (4.03084, -1.52320, -2.27777)  0.676
O (2.06127, -0.49928, 2.67551)  0.040
C (-1.70637, 2.15900, -0.08486)  -0.189
C (0.95351, -3.53886, -0.28451)  -0.666
C (0.57169, 2.27489, -0.55571)  -0.084
C (1.30625, 1.95622, 3.73647)  -0.008
C (0.16807, -0.89550, -4.53159)  -0.612
C (-1.30251, 2.59657, 3.38398)  -0.132
H (1.46329, 1.69286, -0.76047)  0.120
C (0.81813, 3.09968, 4.34247)  -0.073
C (1.32059, -1.27732, -5.23499)  -0.718
C (2.86276, -4.99311, -0.50573)  -0.063
N (1.70148, -2.81762, 0.57665)  0.085
C (-0.63097, 4.29666, -0.28079)  -0.062
C (-4.08754, 1.61442, 0.59574)  -0.217
C (0.43862, 1.19052, 2.96288)  -0.179
H (1.49149, 4.20331, -0.68416)  0.101
C (3.58916, -4.19849, 0.39302)  -0.074
C (2.96841, -3.09968, 0.91516)  -0.062
H (3.41135, -2.39572, 1.60539)  0.125
C (-5.09767, 0.71966, 0.87988)  0.045
F (-4.40559, 2.93126, 0.76357)  0.027
N (-0.84038, 1.50254, 2.78889)  0.151
C (0.57462, 3.65631, -0.51645)  -0.053
H (1.26607, -1.94895, 0.94462)  0.084
H (4.61135, -4.42438, 0.65523)  0.101
O (0.27747, -0.59678, 1.36417)  -0.149
S (-0.64376, -3.04958, -0.65992)  0.742
C (2.56360, -1.27171, -3.17024)  -0.606
C (-4.79468, -0.61935, 0.73751)  -0.277
C (0.20476, -0.71882, -3.15729)  -0.384
C (-1.77742, 3.55367, -0.06922)  -0.004
Cl (1.24235, -1.51916, -6.94916)  0.619
C (1.57088, -4.67861, -0.83837)  -0.079
H (1.00705, -5.26707, -1.54678)  0.104
O (1.41117, -0.61447, -1.17759)  -0.212

## Properties
Total energy, hartree: -4924.19347
ΔE to the lowest compared entry with this formula, charge and spin, kJ/mol: 32.9
Spin multiplicity: 3
Frontier orbital gap (alpha / beta), eV: 7.0 / 7.1
Total charge: -1
LUMO energy (alpha / beta), eV: 2.548 / 2.545



# 2
The following is a quantum chemistry calculation of a molecular structure, C28H16BBr4F4GaIO2P at a distorted geometry, from the Open Molecules 2025 dataset.

Last column: Löwdin charge in e.
Cartesian coordinates (Å):
Br (-2.40289, -1.05295, 4.32749)  0.796
H (-3.73377, -2.01996, 1.06739)  0.108
C (1.30528, -1.52734, 2.56161)  -0.414
C (2.64208, 0.74596, -1.77243)  -0.082
H (-3.06768, 6.17141, -1.68764)  0.113
C (-2.70814, 2.04187, -3.53536)  -0.016
C (-0.00934, -2.37825, 0.13188)  -0.096
Br (1.17230, -5.45977, 3.84964)  0.718
I (-0.07696, 3.36644, 1.37066)  1.294
H (4.47733, 1.17388, -2.78190)  0.109
C (1.57458, -0.13863, -1.63931)  -0.338
C (-0.65249, -1.15233, -0.03054)  -0.348
H (-2.61064, -4.20772, 1.27918)  0.112
C (-2.20588, 0.77531, -3.54213)  -0.041
C (-0.93467, 1.24938, -1.51281)  -0.247
Br (3.19619, -3.54640, 2.07955)  0.793
O (-0.17733, 0.28541, 2.79132)  -0.143
O (2.05005, -0.76198, 1.77612)  -0.113
H (0.73714, -2.01612, -2.29962)  0.101
H (1.04586, -2.47141, -0.08216)  0.101
C (-2.69913, -2.12620, 0.78081)  -0.076
H (-0.92514, -0.60209, -2.55521)  0.095
Br (-1.70590, -4.24759, 4.86218)  0.721
C (3.66141, 0.47665, -2.66727)  -0.066
H (2.56876, -2.50162, -3.83888)  0.109
C (-2.35896, 2.95092, -2.51690)  -0.152
C (-2.92183, 4.24029, -2.58464)  -0.026
C (0.74341, -3.65144, 3.55405)  -0.770
H (-2.47253, 0.06738, -4.30962)  0.114
P (0.29129, 0.34321, -0.44761)  1.100
C (2.58480, -1.58500, -3.26754)  -0.063
H (-2.49650, -0.07245, 0.21210)  0.116
H (-1.60612, 5.56644, 0.18793)  0.084
C (0.10688, -0.98764, 3.07767)  -0.376
C (1.54832, -1.30862, -2.39427)  -0.090
C (-2.64520, 5.17990, -1.63851)  -0.064
F (3.91736, 2.62919, 4.18002)  0.264
B (2.87094, 2.01903, 3.66657)  -1.239
C (-2.06488, -3.35225, 0.90737)  -0.060
C (1.62126, -2.84618, 2.83607)  -0.654
H (2.66841, 1.64478, -1.16361)  0.106
C (-0.72401, -3.47614, 0.58363)  -0.054
F (2.66967, 0.71404, 4.00249)  0.208
Ga (1.25014, 0.96605, 1.81800)  0.226
C (-1.46332, 2.57291, -1.45309)  -0.174
C (3.63244, -0.69060, -3.41393)  -0.069
H (-0.22262, -4.42632, 0.69599)  0.116
C (-0.76281, -1.79416, 3.78163)  -0.638
H (4.42632, -0.90349, -4.11409)  0.107
C (-0.46000, -3.13386, 4.00729)  -0.771
C (-1.80614, 4.83378, -0.57685)  -0.160
H (-3.38715, 2.37369, -4.30678)  0.118
F (3.02244, 1.94732, 2.10092)  0.018
C (-1.32131, 0.40165, -2.53251)  -0.086
C (-1.24610, 3.58026, -0.48014)  -0.462
C (-2.00128, -1.03080, 0.30806)  -0.076
H (-3.58222, 4.46236, -3.40847)  0.117
F (1.66827, 2.68977, 3.75622)  0.096

## Properties
Total energy, hartree: -14511.57330
ΔE to the lowest compared entry with this formula, charge and spin, kJ/mol: 87.0
Frontier orbital gap, eV: 6.7
LUMO energy, eV: -0.948



# 3
The following is a quantum chemistry calculation of a molecular structure, C28H16F6N7O2PPtSe at a distorted geometry, from the Open Molecules 2025 dataset.

Last column: Löwdin charge in e.
Cartesian coordinates (Å):
H (3.46302, -4.69652, 0.62361)  0.135
H (1.27928, -3.53919, -0.15282)  0.097
C (2.08008, -3.01169, 0.32425)  -0.032
C (-2.94822, 0.76795, -0.16581)  -0.202
N (1.85139, -1.71429, 0.42959)  0.022
C (-1.89079, 0.49190, -2.23913)  -0.180
C (2.39790, 0.45902, 1.20726)  -0.171
P (-1.85314, -3.60746, -0.32837)  0.309
F (-1.15175, -2.53817, -1.37083)  -0.202
C (-4.11981, 1.25560, -0.76654)  0.043
H (-3.16181, 0.74034, -4.05400)  0.138
F (-2.48712, -4.47025, -1.41086)  0.007
C (4.25817, -2.86782, 1.41814)  0.083
C (-0.60613, 0.19015, -2.89615)  -0.200
Pt (-0.21892, -0.69026, 0.02328)  1.544
H (2.93381, -0.39034, -4.29858)  0.140
H (-5.00063, 1.60285, -0.27518)  0.120
H (-2.25160, -0.26095, 4.92281)  0.128
H (-0.18748, 2.40808, 0.76052)  0.125
C (2.99357, 2.72250, 1.96768)  0.080
C (0.86188, -0.00631, -4.78160)  -0.001
C (1.61074, -0.26652, -2.56972)  -0.108
H (-4.46167, 0.40114, 4.21669)  0.144
H (-1.24441, 0.39505, -4.93763)  0.135
C (3.99952, -1.49157, 1.54814)  -0.052
C (-1.38397, -0.12113, 2.97934)  -0.101
C (-3.66703, 0.36710, 3.47867)  0.014
C (-2.81150, 0.47006, 1.30024)  -0.189
C (-2.40144, 0.01772, 3.89989)  0.007
C (-3.86988, 0.64009, 2.15600)  0.036
N (-1.59239, 0.08174, 1.70165)  -0.002
F (-3.00843, -2.49008, -0.14700)  -0.121
C (-3.05774, 0.78623, -2.95969)  0.046
C (1.91345, -0.20525, -3.93511)  -0.004
O (-5.17612, 6.07901, -4.83062)  0.212
C (2.77246, -0.93496, 1.04286)  -0.103
H (-0.39740, -0.48670, 3.23733)  0.126
C (4.61131, 0.85154, 2.20539)  -0.294
N (5.44696, 1.59448, 2.77582)  -0.097
H (1.41678, 4.16389, 1.54364)  0.135
C (1.74591, 3.13067, 1.47777)  0.044
H (1.07242, -0.04071, -5.86909)  0.153
C (4.94959, -0.58460, 2.15853)  -0.290
F (-0.75893, -2.40624, 1.02890)  -0.420
H (5.21350, -3.24803, 1.77259)  0.143
N (1.17860, 0.83142, 0.87404)  0.000
C (-4.09614, 1.21637, -2.14934)  0.190
C (0.82844, 2.12959, 1.04409)  -0.031
F (-2.38262, -4.25251, 0.96523)  -0.038
F (-0.48449, -4.40871, -0.22760)  -0.109
C (3.29394, 1.36015, 1.77821)  -0.058
C (-0.40725, 0.20128, -4.26125)  0.043
N (6.06687, -0.95113, 2.67597)  -0.157
Se (6.85032, 0.50149, 3.31024)  1.502
N (-1.92737, 0.42459, -0.89464)  0.030
N (0.41631, -0.07345, -2.05509)  -0.017
H (-4.85579, 0.83033, 1.74232)  0.136
H (2.43101, -0.46363, -1.86971)  0.112
C (3.26148, -3.64982, 0.79596)  0.070
O (-5.52220, 6.82390, -2.68096)  0.208
C (-5.40782, 6.50888, -3.78583)  -0.420
H (3.59330, 3.42320, 2.52648)  0.141

## Properties
Total energy, hartree: -5070.76616
ΔE to the lowest compared entry with this formula, charge and spin, kJ/mol: 0.0
Spin multiplicity: 6
Frontier orbital gap (alpha / beta), eV: 7.0 / 4.1
Total charge: +3
LUMO energy (alpha / beta), eV: -10.051 / -13.014



# 4
The following is a quantum chemistry calculation of a molecular structure, C28H17BrClN6O9W, from the Open Molecules 2025 dataset.

Last column: Löwdin charge in e.
Cartesian coordinates (Å):
N (-1.34610, -1.83702, -0.52983)  -0.136
C (-2.60022, -2.33861, -0.65610)  -0.092
N (0.23814, 0.93889, -1.53867)  -0.068
H (-3.41235, -1.69134, -0.36007)  0.118
C (0.79935, 2.17006, -1.31250)  -0.158
H (-3.52860, 4.08371, -1.22819)  0.143
O (-0.30315, -0.70018, 1.59521)  -0.204
N (-2.57549, 0.36928, 1.15489)  -0.098
H (-5.26136, 4.36999, -5.12721)  0.155
C (0.08123, -1.22258, 5.10271)  -0.013
O (-4.51885, 6.13948, -1.75271)  0.110
C (-0.14193, -1.50772, 3.79198)  0.070
H (-3.28307, 0.74708, -3.99582)  0.141
C (-4.42715, 4.31674, -3.14158)  -0.076
H (0.86278, 2.12555, 4.87740)  0.141
O (-5.32589, 2.47597, -6.69202)  0.154
H (-3.89750, -3.92654, -1.20313)  0.145
H (-0.25234, -0.49861, -2.93108)  0.123
N (-4.48665, 1.94708, -6.00987)  -0.343
O (-3.83267, 0.96397, -6.29094)  0.102
W (-1.03176, 0.26301, 0.07049)  1.794
C (-2.56899, 1.55874, -1.52556)  -0.480
N (0.26395, 1.73769, 0.96251)  -0.001
N (-4.86639, 5.69678, -2.82596)  -0.342
C (1.28093, 3.91517, 0.27200)  0.051
C (-3.59445, 1.74940, -3.73714)  0.098
O (-2.40318, 0.29047, -1.56510)  -0.100
C (0.30693, 0.86997, 3.22752)  -0.095
C (-2.87197, -3.58940, -1.13314)  0.060
C (-4.71239, 3.79559, -4.39214)  0.145
C (1.85250, 4.23139, -2.04720)  0.047
C (-3.73298, 3.61840, -2.18264)  0.105
C (-1.80290, -4.40485, -1.52123)  -0.265
C (0.58508, 1.85166, 2.20762)  0.027
H (0.34458, -4.53668, -1.65162)  0.140
C (0.79766, 2.66027, 0.00269)  -0.179
H (0.00990, -1.99329, 5.85930)  0.138
H (1.19700, 2.69853, 2.50494)  0.154
C (-4.26374, 2.51553, -4.66204)  -0.080
O (-1.92291, 2.09713, -0.54713)  -0.070
Cl (0.67172, 0.42863, 7.11770)  0.905
C (-0.49888, -3.91787, -1.38084)  0.001
C (1.32457, 2.95183, -2.34946)  -0.113
C (0.41753, 0.10524, 5.50145)  -0.614
H (-2.84922, -5.91403, -2.07735)  0.157
C (0.20995, 0.46941, -2.78737)  -0.093
H (0.69200, 0.73280, -4.85394)  0.138
H (2.20305, 5.68738, -0.53252)  0.137
H (2.27107, 4.83135, -2.84524)  0.144
C (-3.33208, 2.31554, -2.48904)  -0.099
H (-0.39093, -2.50711, 3.46219)  0.147
C (1.28741, 2.41259, -3.65284)  0.083
O (-1.92811, -5.62135, -2.01267)  0.174
C (-0.06464, -0.45557, 2.84163)  -0.273
C (0.55824, 1.13777, 4.55413)  -0.001
H (1.68973, 2.98446, -4.48080)  0.150
C (-0.32756, -2.65291, -0.88952)  -0.695
O (-5.56660, 6.24311, -3.63980)  0.149
Br (1.42388, -2.01757, -0.68831)  0.938
C (1.81977, 4.70347, -0.76320)  0.005
C (0.73825, 1.16993, -3.86667)  0.023
H (1.24005, 4.33730, 1.26789)  0.132
O (-3.59547, 0.67243, 1.56443)  0.243

## Properties
Total energy, hartree: -5183.07991
ΔE to the lowest compared entry with this formula, charge and spin, kJ/mol: 36.0
Frontier orbital gap (alpha / beta), eV: 4.7 / 4.7
Total charge: +3
LUMO energy (alpha / beta), eV: -12.507 / -12.518



ΔE to the lowest compared entry with this formula, charge and spin of number 4 (C28H17BrClN6O9W)? 36.0 kJ/mol



Which of these has the highest ΔE to the lowest compared entry with this formula, charge and spin? C28H16BBr4F4GaIO2P